# 1
Computed, not measured: a structure of composition C44H38F16IN4O7S at a distorted geometry, with wB97M-V/def2-TZVPD.

Geometry (Å):
C1 2.87 -2.25 3.77
C2 2.23 -1.20 2.66
C3 1.81 0.35 2.99
C4 1.22 1.41 1.86
C5 1.01 0.93 0.27
C6 0.48 2.09 -0.72
C7 0.00 1.68 -2.25
N1 0.96 0.80 -3.00
C8 2.27 0.98 -2.83
S1 3.94 1.33 -2.49
N2 -1.13 0.69 -1.92
C9 -2.15 0.42 -2.94
F1 -3.49 0.76 -2.30
C10 -2.30 -1.25 -3.07
C11 -2.84 -1.92 -1.63
C12 -4.46 -2.18 -1.62
C13 -4.98 -3.34 -2.66
N3 -5.88 -2.83 -3.77
C14 -2.05 1.07 -4.42
I1 -1.39 -0.36 -6.00
O1 -3.50 1.32 -4.73
N4 -3.93 0.43 -5.65
O2 -4.80 0.96 -6.33
C15 -1.07 2.38 -4.60
C16 -1.44 3.42 -5.78
F2 -2.36 2.81 -6.83
F3 -2.15 4.66 -5.44
C17 -0.20 3.88 -6.81
F4 0.56 5.06 -6.37
F5 0.63 2.74 -7.29
C18 -0.56 3.01 -3.12
C19 0.74 3.94 -3.39
C20 0.79 5.52 -3.27
C21 -0.37 6.52 -3.67
C22 -0.23 7.97 -2.84
F6 1.13 8.50 -3.25
F7 -0.19 7.82 -1.37
C23 -1.35 9.06 -3.33
F8 -1.28 9.22 -4.81
F9 -0.91 10.39 -2.75
F10 -2.70 8.67 -2.84
C24 -1.83 3.75 -2.36
O3 -3.11 3.64 -2.85
C25 -1.85 4.72 -1.05
F11 -0.55 5.05 -0.45
F12 -2.53 6.06 -1.29
C26 -2.79 4.13 0.21
F13 -3.00 2.67 0.16
F14 -4.17 4.73 0.07
C27 -2.27 4.69 1.69
F15 -2.15 6.17 1.74
F16 -1.10 3.96 2.22
C28 -3.53 4.32 2.73
O4 -4.37 5.33 3.07
O5 -3.77 2.97 3.28
C29 1.45 -0.62 0.00
C30 2.03 -1.70 1.08
H1 3.92 -1.78 4.09
H2 2.25 -2.34 4.76
H3 3.15 -3.30 3.28
H4 1.94 0.73 4.11
H5 0.99 2.49 2.24
H6 1.27 2.97 -0.67
H7 -0.47 2.53 -0.14
H8 -1.60 0.90 -1.00
H9 -0.64 -0.23 -1.73
H10 -1.28 -1.78 -3.29
H11 -3.17 -1.55 -3.84
H12 -2.61 -1.20 -0.73
H13 -2.33 -2.99 -1.49
H14 -4.85 -2.50 -0.54
H15 -5.09 -1.20 -1.88
H16 -5.61 -4.12 -2.04
H17 -4.09 -3.93 -3.19
H18 -5.57 -3.17 -4.72
H19 -5.96 -1.79 -3.79
H20 -0.07 1.89 -5.03
H21 -0.72 4.27 -7.82
H22 1.18 3.57 -4.45
H23 1.65 3.61 -2.68
H24 1.15 5.81 -2.16
H25 1.74 5.86 -3.92
H26 -1.48 6.22 -3.57
H27 -0.24 6.88 -4.80
H28 -3.39 2.25 2.69
H29 1.33 -1.01 -1.12
H30 2.33 -2.79 0.78
C31 2.55 -5.14 9.16
C32 2.61 -6.32 9.90
C33 3.14 -7.48 9.33
C34 3.61 -7.46 8.01
C35 3.53 -6.28 7.26
C36 3.01 -5.12 7.84
C37 3.97 -6.26 5.85
O6 3.91 -5.23 5.20
C38 4.49 -7.50 5.25
C39 4.86 -7.51 3.90
C40 5.37 -8.68 3.32
C41 5.51 -9.83 4.08
C42 5.14 -9.83 5.43
C43 4.62 -8.66 6.01
C44 4.19 -8.68 7.42
O7 4.31 -9.70 8.10
H31 2.14 -4.24 9.61
H32 2.24 -6.34 10.92
H33 3.19 -8.40 9.92
H34 2.95 -4.19 7.27
H35 4.76 -6.61 3.29
H36 5.65 -8.68 2.26
H37 5.91 -10.74 3.63
H38 5.25 -10.73 6.02

Properties
* LUMO: -0.1817 hartree
* spin multiplicity: 1
* orbital gap: 6.2 eV
* net charge: +1
* DFT total energy: -4737.6119 a.u.


# 2
Computed, not measured: a structure of composition C44H38IrO3P2 at a distorted geometry, with wB97M-V/def2-TZVPD.

Geometry (Å):
Ir1 0.42 0.44 0.58
O1 2.55 0.00 2.64
C1 3.85 0.07 2.14
C2 4.95 0.35 2.93
C3 6.21 0.34 2.35
C4 6.36 0.08 1.00
C5 5.24 -0.11 0.20
C6 3.97 -0.08 0.74
P1 2.53 -0.17 -0.40
C7 2.69 -1.88 -1.04
C8 3.49 -2.18 -2.19
C9 3.66 -3.48 -2.57
C10 3.06 -4.52 -1.82
C11 2.27 -4.23 -0.67
C12 2.10 -2.93 -0.29
C13 2.88 0.98 -1.72
C14 3.56 2.17 -1.44
C15 3.80 3.08 -2.46
C16 3.33 2.82 -3.75
C17 2.62 1.65 -4.02
C18 2.38 0.74 -3.01
C19 2.16 -0.30 3.86
C20 2.98 -0.98 4.80
C21 2.51 -1.13 6.07
C22 1.24 -0.60 6.42
C23 0.39 -0.03 5.44
C24 0.81 0.09 4.14
P2 -0.41 0.63 2.85
C25 -0.79 2.34 3.20
C26 -2.04 2.87 2.87
C27 -2.30 4.20 3.15
C28 -1.32 5.00 3.73
C29 -0.06 4.48 4.02
C30 0.21 3.16 3.75
C31 -1.82 -0.44 3.19
C32 -2.87 -0.06 4.03
C33 -3.86 -0.97 4.34
C34 -3.82 -2.26 3.81
C35 -2.78 -2.65 2.98
C36 -1.78 -1.74 2.66
H1 4.83 0.61 3.97
H2 7.07 0.57 2.97
H3 7.35 0.06 0.56
H4 5.37 -0.23 -0.87
H5 3.96 -1.38 -2.76
H6 4.26 -3.71 -3.44
H7 3.22 -5.55 -2.11
H8 1.82 -5.04 -0.11
H9 1.50 -2.69 0.59
H10 3.93 2.38 -0.44
H11 4.35 3.99 -2.26
H12 3.53 3.52 -4.55
H13 2.25 1.46 -5.02
H14 1.81 -0.16 -3.23
H15 3.94 -1.40 4.52
H16 3.10 -1.66 6.81
H17 0.89 -0.68 7.44
H18 -0.60 0.30 5.72
H19 -2.80 2.26 2.40
H20 -3.28 4.62 2.92
H21 -1.54 6.04 3.94
H22 0.69 5.11 4.47
H23 1.19 2.75 3.99
H24 -2.91 0.93 4.47
H25 -4.68 -0.68 4.99
H26 -4.60 -2.97 4.06
H27 -2.75 -3.65 2.58
H28 -0.96 -2.04 2.02
O2 -1.11 -1.00 -0.43
H29 -2.03 -0.74 -0.57
H30 -1.04 -1.95 -0.65
C37 0.14 4.42 -1.28
C38 -0.26 2.99 -1.36
O3 0.06 2.26 -0.37
C39 -0.98 2.47 -2.51
C40 -0.99 1.10 -2.78
C41 -1.66 0.61 -3.89
C42 -2.35 1.49 -4.72
C43 -2.35 2.86 -4.45
C44 -1.66 3.35 -3.36
H31 0.81 4.59 -0.44
H32 -0.75 5.04 -1.15
H33 0.61 4.73 -2.22
H34 -0.44 0.43 -2.14
H35 -1.64 -0.45 -4.11
H36 -2.88 1.11 -5.58
H37 -2.89 3.54 -5.10
H38 -1.68 4.42 -3.17

Properties
* <S²>: 8.79
* LUMO (spin up / spin down): -0.3851 / -0.5207 hartree
* spin multiplicity: 6
* orbital gap (spin up / spin down): 8.2 / 4.6 eV
* net charge: +4
* DFT total energy: -2710.6814 a.u.


# 3
Computed, not measured: a structure of composition C44H38N8PPd at a distorted geometry, with wB97M-V/def2-TZVPD.

Geometry (Å):
Pd1 -0.40 -1.16 0.24
C1 -1.45 -4.08 3.16
C2 -0.44 -5.02 3.02
C3 0.60 -4.80 2.13
C4 0.64 -3.64 1.33
C5 -0.41 -2.72 1.48
C6 -1.43 -2.92 2.39
C7 1.69 -3.36 0.37
C8 2.93 -4.00 0.37
C9 3.92 -3.63 -0.51
C10 3.65 -2.63 -1.48
C11 4.60 -2.16 -2.40
C12 4.25 -1.25 -3.39
C13 2.93 -0.82 -3.49
C14 1.98 -1.23 -2.57
C15 2.33 -2.09 -1.51
N1 1.42 -2.40 -0.57
H1 -2.26 -4.25 3.86
H2 -0.46 -5.93 3.60
H3 1.37 -5.55 2.04
H4 -2.23 -2.19 2.52
H5 3.13 -4.77 1.11
H6 4.89 -4.10 -0.49
H7 5.61 -2.54 -2.35
H8 4.99 -0.89 -4.09
H9 2.65 -0.17 -4.30
H10 0.95 -0.92 -2.64
N2 -1.68 -2.22 -0.95
C16 -1.88 -3.12 -1.67
C17 -2.23 -4.04 -2.61
C18 -1.76 -3.85 -3.91
N3 -1.41 -3.65 -4.99
C19 -3.11 -5.08 -2.33
N4 -3.87 -5.92 -2.11
N5 0.56 -0.29 1.82
P1 0.07 1.11 2.21
C20 1.43 2.35 2.18
C21 2.62 1.87 1.62
C22 3.73 2.67 1.53
C23 3.69 3.97 2.01
C24 2.53 4.44 2.61
C25 1.40 3.64 2.70
C26 -1.37 1.86 1.32
C27 -1.43 3.17 0.85
C28 -2.49 3.58 0.07
C29 -3.50 2.69 -0.26
C30 -3.47 1.40 0.23
C31 -2.40 0.98 1.00
C32 -0.51 1.30 3.96
C33 0.22 0.62 4.93
C34 -0.09 0.77 6.26
C35 -1.14 1.59 6.65
C36 -1.89 2.25 5.68
C37 -1.57 2.11 4.34
H11 2.62 0.85 1.25
H12 4.64 2.29 1.07
H13 4.55 4.62 1.94
H14 2.49 5.45 3.01
H15 0.51 4.01 3.19
H16 -0.64 3.87 1.10
H17 -2.52 4.60 -0.30
H18 -4.32 3.01 -0.90
H19 -4.27 0.71 -0.01
H20 -2.36 -0.04 1.40
H21 1.02 -0.03 4.60
H22 0.48 0.25 7.02
H23 -1.38 1.72 7.69
H24 -2.72 2.88 5.98
H25 -2.16 2.63 3.60
C38 -2.09 0.24 -4.89
C39 -2.94 -0.28 -3.75
N6 -2.34 0.06 -2.47
C40 -1.19 0.77 -2.37
N7 -0.43 0.61 -1.33
C41 0.76 1.42 -1.15
C42 1.14 2.30 -2.34
C43 -0.14 2.83 -2.98
N8 -0.93 1.68 -3.36
C44 -1.72 1.68 -4.57
H26 -2.63 0.17 -5.84
H27 -1.18 -0.36 -4.97
H28 -3.05 -1.37 -3.84
H29 -3.95 0.16 -3.79
H30 -2.41 -0.65 -1.75
H31 1.59 0.73 -0.93
H32 0.62 2.05 -0.26
H33 1.68 1.71 -3.07
H34 1.77 3.13 -2.00
H35 0.06 3.44 -3.86
H36 -0.70 3.44 -2.25
H37 -1.12 2.12 -5.37
H38 -2.63 2.29 -4.46

Properties
* LUMO: 0.0834 hartree
* spin multiplicity: 1
* orbital gap: 6.2 eV
* net charge: -1
* DFT total energy: -2606.8302 a.u.
* energy above the lowest of the compared OMol25 structures with the same formula, charge and spin: 32.4 kcal per mole


# 4
Computed, not measured: a structure of composition C44H39Br4N5O4RbSSbSe at a distorted geometry, with wB97M-V/def2-TZVPD.

Geometry (Å):
Rb1 -0.64 -0.55 -0.41
N1 -1.30 2.01 2.00
C1 -2.72 1.87 1.66
C2 -2.84 0.72 0.64
O1 -2.88 -0.43 1.09
O2 -2.84 1.03 -0.58
H1 -0.96 1.12 2.34
H2 -1.19 2.66 2.78
H3 -3.07 2.80 1.21
H4 -3.34 1.62 2.53
Br1 -4.14 -6.43 -1.34
C3 -2.81 -5.23 -0.72
C4 -2.39 -5.24 0.60
Br2 -3.20 -6.43 1.83
C5 -1.39 -4.38 1.02
Br3 -0.80 -4.33 2.82
C6 -0.73 -3.45 0.16
O3 0.18 -2.68 0.54
C7 -1.19 -3.47 -1.22
O4 -0.62 -2.64 -2.12
C8 -2.18 -4.34 -1.61
Br4 -2.70 -4.29 -3.43
C9 3.20 -2.14 1.37
N2 3.99 -1.04 0.85
C10 3.87 0.25 1.23
Se1 2.99 0.93 2.66
N3 4.70 0.98 0.43
C11 5.37 0.15 -0.45
C12 6.34 0.39 -1.41
C13 6.85 -0.71 -2.08
C14 6.38 -2.00 -1.82
C15 5.41 -2.24 -0.86
C16 4.91 -1.14 -0.18
H5 2.53 -1.78 2.14
H6 3.87 -2.90 1.78
H7 2.59 -2.57 0.57
H8 4.71 1.98 0.43
H9 6.68 1.39 -1.63
H10 7.59 -0.56 -2.85
H11 6.78 -2.83 -2.39
H12 5.03 -3.23 -0.67
N4 2.04 -2.24 -1.85
C17 2.33 -1.05 -2.25
N5 2.01 0.08 -1.65
C18 2.54 1.19 -2.25
C19 2.40 2.50 -1.80
C20 3.00 3.54 -2.50
C21 3.75 3.30 -3.64
C22 3.89 1.99 -4.12
C23 3.29 0.96 -3.43
S1 3.30 -0.74 -3.80
H13 0.30 -2.40 -1.78
H14 2.39 -2.97 -2.46
H15 1.83 2.68 -0.89
H16 2.89 4.56 -2.14
H17 4.21 4.12 -4.18
H18 4.47 1.79 -5.02
C24 0.39 1.45 -5.02
C25 0.35 2.95 -4.90
C26 1.03 3.73 -5.83
C27 1.00 5.11 -5.78
C28 0.28 5.74 -4.77
C29 -0.39 4.97 -3.83
C30 -0.37 3.58 -3.88
Sb1 -1.31 2.35 -2.30
C31 -2.72 1.49 -3.73
C32 -2.83 0.11 -3.64
C33 -3.66 -0.62 -4.48
C34 -4.42 0.05 -5.42
C35 -4.31 1.43 -5.54
C36 -3.45 2.16 -4.72
C37 -3.34 3.64 -4.99
C38 -2.52 3.95 -1.49
C39 -3.89 3.97 -1.70
C40 -4.69 4.96 -1.13
C41 -4.11 5.92 -0.31
C42 -2.75 5.86 -0.05
C43 -1.94 4.88 -0.63
C44 -0.48 4.82 -0.27
H19 1.20 1.13 -5.67
H20 -0.55 1.07 -5.43
H21 0.53 0.98 -4.05
H22 1.60 3.23 -6.62
H23 1.54 5.70 -6.52
H24 0.24 6.82 -4.72
H25 -0.96 5.47 -3.05
H26 -2.25 -0.43 -2.90
H27 -3.72 -1.69 -4.39
H28 -5.09 -0.49 -6.08
H29 -4.89 1.95 -6.29
H30 -4.29 4.04 -5.34
H31 -2.59 3.82 -5.77
H32 -3.03 4.20 -4.11
H33 -4.35 3.20 -2.31
H34 -5.75 4.98 -1.33
H35 -4.72 6.69 0.14
H36 -2.31 6.59 0.62
H37 -0.15 5.75 0.18
H38 0.13 4.62 -1.15
H39 -0.32 4.01 0.45

Properties
* LUMO: 0.1402 hartree
* spin multiplicity: 1
* orbital gap: 6.1 eV
* net charge: -2
* DFT total energy: -15635.0461 a.u.
* energy above the lowest of the compared OMol25 structures with the same formula, charge and spin: 3.4 kcal per mole


# 5
Computed, not measured: a structure of composition C44H39CuOP2Si, with wB97M-V/def2-TZVPD.

Geometry (Å):
Cu1 0.25 -0.47 0.90
O1 -1.04 0.23 -2.18
C1 -1.77 1.35 -1.89
C2 -1.84 2.48 -2.69
C3 -2.69 3.51 -2.32
C4 -3.47 3.42 -1.17
C5 -3.33 2.31 -0.35
C6 -2.46 1.28 -0.67
P1 -2.03 -0.09 0.46
C7 -3.14 -1.44 -0.04
C8 -4.52 -1.27 -0.20
C9 -5.31 -2.33 -0.58
C10 -4.74 -3.58 -0.81
C11 -3.38 -3.76 -0.66
C12 -2.58 -2.69 -0.28
C13 -2.70 0.47 2.08
C14 -2.37 1.73 2.57
C15 -2.76 2.12 3.85
C16 -3.48 1.24 4.65
C17 -3.79 -0.02 4.18
C18 -3.41 -0.41 2.90
C19 -0.10 0.13 -3.17
C20 -0.39 0.42 -4.50
C21 0.60 0.26 -5.46
C22 1.86 -0.19 -5.10
C23 2.12 -0.53 -3.78
C24 1.14 -0.39 -2.80
P2 1.39 -1.01 -1.09
C25 1.26 -2.82 -1.29
C26 0.97 -3.48 -2.49
C27 0.82 -4.86 -2.51
C28 0.97 -5.60 -1.35
C29 1.24 -4.96 -0.15
C30 1.37 -3.58 -0.12
C31 3.18 -0.69 -0.87
C32 4.14 -1.67 -0.68
C33 5.46 -1.33 -0.44
C34 5.84 0.01 -0.39
C35 4.88 1.00 -0.58
C36 3.56 0.65 -0.80
H1 -1.24 2.57 -3.58
H2 -2.76 4.39 -2.95
H3 -4.15 4.21 -0.90
H4 -3.88 2.27 0.58
H5 -4.97 -0.30 -0.02
H6 -6.38 -2.20 -0.69
H7 -5.37 -4.42 -1.10
H8 -2.93 -4.73 -0.85
H9 -1.51 -2.82 -0.18
H10 -1.78 2.42 1.98
H11 -2.49 3.10 4.21
H12 -3.78 1.54 5.65
H13 -4.34 -0.72 4.80
H14 -3.66 -1.40 2.54
H15 -1.38 0.74 -4.78
H16 0.38 0.49 -6.49
H17 2.64 -0.30 -5.85
H18 3.09 -0.92 -3.50
H19 0.85 -2.91 -3.40
H20 0.60 -5.36 -3.45
H21 0.86 -6.68 -1.37
H22 1.35 -5.53 0.77
H23 1.56 -3.07 0.82
H24 3.86 -2.72 -0.72
H25 6.20 -2.10 -0.30
H26 6.87 0.28 -0.20
H27 5.15 2.04 -0.52
H28 2.81 1.44 -0.91
C37 0.65 0.57 4.38
Si1 1.41 0.45 2.65
C38 3.23 0.06 3.00
C39 1.49 2.29 2.04
C40 2.07 3.30 2.81
C41 2.13 4.62 2.39
C42 1.59 4.98 1.16
C43 1.01 4.00 0.36
C44 0.96 2.69 0.80
H29 0.98 1.48 4.89
H30 0.96 -0.28 4.98
H31 -0.44 0.58 4.35
H32 3.69 0.87 3.58
H33 3.81 -0.09 2.09
H34 3.31 -0.86 3.60
H35 2.50 3.05 3.78
H36 2.59 5.37 3.02
H37 1.63 6.01 0.82
H38 0.58 4.26 -0.60
H39 0.50 1.94 0.16

Properties
* LUMO: 0.0200 hartree
* spin multiplicity: 1
* orbital gap: 7.1 eV
* net charge: 0
* DFT total energy: -4388.0435 a.u.
* energy above the lowest of the compared OMol25 structures with the same formula, charge and spin: 0.4 kcal per mole